96
Properties=species:S:1:pos:R:3:forces:R:3 method="wB97M-V/def2-TZVPD" homo_energy_ha="-0.088 / -0.385" max_force_ev_per_a=4.38 homo_lumo_gap_ha="0.099 / 0.333" e_above_lowest_kj_mol=0.00 multiplicity=3 lumo_ha="0.011 / -0.052"
Cu -0.48393 -0.53216 -0.43071 0.374 -0.519 0.093
B 0.30229 -2.65983 -2.16370 1.169 0.079 -0.819
F 1.64326 -2.60451 -2.45823 1.308 -0.175 -0.323
F 0.20982 -2.49206 -0.77373 -0.499 0.267 1.741
F -0.31161 -1.58505 -2.72587 -1.143 1.754 -0.671
F -0.27221 -3.79842 -2.58918 -0.779 -1.673 -0.108
O -0.48274 1.38054 0.65475 -0.004 0.838 1.332
S -0.28260 2.66084 1.34431 -0.125 2.058 -0.699
O -1.36100 3.41431 1.99745 1.264 -1.247 -0.445
O 0.99756 2.50142 2.36606 -0.711 -2.296 -2.366
C 1.40462 3.56914 3.13332 -0.200 1.117 1.082
C 2.21205 2.96128 4.22837 0.859 -0.151 1.013
C 0.50397 3.79656 0.13196 -0.554 -1.377 0.086
H 0.45537 4.05354 3.36221 0.385 0.646 0.970
H 2.10478 4.27652 2.68892 -0.349 0.114 -0.971
H 2.56239 3.71028 4.93855 -0.477 0.026 0.350
H 3.15923 2.58830 3.83871 -0.075 -0.052 -0.357
H 1.74768 2.09480 4.69919 -0.258 0.335 0.268
H -0.18274 3.77436 -0.71423 -0.047 0.266 0.050
H 1.39091 3.25204 -0.19198 0.125 0.328 0.093
H 0.68893 4.80500 0.50203 -0.099 -0.243 0.175
O 1.99337 3.08113 -2.63356 -0.688 -2.803 0.491
S 1.75079 1.61103 -2.68430 -0.104 0.602 -1.503
O 0.88659 0.89884 -1.72346 1.857 1.932 -2.009
O 1.16078 1.29547 -4.18086 -0.420 -1.657 1.645
C 1.08244 2.32665 -5.13588 0.304 1.966 -0.275
C 0.45869 1.95242 -6.46962 -0.287 -1.914 -0.726
C 3.38894 0.76808 -2.85059 -0.818 0.192 0.664
H 2.11248 2.67963 -5.18603 -0.104 0.547 -0.713
H 0.45828 3.10580 -4.69832 0.231 0.230 -0.121
H -0.51755 1.48767 -6.33148 -0.136 0.146 0.351
H 0.97994 1.20211 -7.06412 0.605 -0.468 0.604
H 0.32323 2.65408 -7.29268 0.134 1.169 0.900
H 3.27415 -0.12284 -2.23318 0.273 0.030 0.016
H 4.13310 1.47048 -2.47515 -0.145 -0.136 0.223
H 3.65000 0.48600 -3.87058 -0.555 0.209 -0.036
O -0.63379 -1.47129 1.65068 -0.379 -0.748 2.466
S -0.82839 -1.86416 3.05255 0.199 0.438 0.288
O -1.52824 -3.08005 3.44697 0.909 1.366 -0.644
O 0.70406 -1.89040 3.69743 -1.067 0.388 -2.591
C 0.86507 -2.50491 4.91883 -0.181 -0.228 2.870
C 2.30215 -2.84534 5.25044 0.025 -0.498 -0.888
C -1.53351 -0.45778 4.06910 -0.438 -0.504 -1.110
H 0.23092 -3.38186 5.04891 0.041 -0.133 -0.386
H 0.53211 -1.80050 5.68109 -0.245 0.181 0.323
H 2.61692 -3.60719 4.53728 0.385 0.107 -0.055
H 2.37324 -3.29965 6.23869 -0.173 0.181 0.070
H 2.96618 -1.98275 5.19477 -0.046 -0.023 -0.025
H -0.76850 -0.03623 4.72113 -0.130 -0.260 0.008
H -2.43315 -0.83389 4.55623 0.432 -0.331 0.452
H -1.94158 0.31141 3.41341 0.540 -0.002 -0.398
O -4.83140 -2.64900 -1.01802 1.970 -0.060 0.828
S -3.51946 -2.83698 -0.38690 0.941 0.048 0.348
O -2.38676 -1.89399 -0.66222 -3.465 -2.340 0.970
O -3.73883 -2.96578 1.25407 1.752 0.899 -1.335
C -4.97724 -3.36731 1.76185 -2.372 0.480 0.207
C -5.05095 -3.14983 3.28469 1.169 -0.425 -0.597
C -2.96175 -4.56393 -0.59960 -0.155 0.622 -0.605
H -5.32010 -4.34337 1.41857 0.660 -0.531 0.219
H -5.72672 -2.72082 1.30531 -0.192 0.196 0.076
H -4.96796 -2.07344 3.43503 -0.409 -0.066 0.383
H -4.20120 -3.60458 3.79383 0.262 0.008 -0.200
H -5.90650 -3.63658 3.75288 -0.358 0.477 -0.356
H -3.71970 -5.23876 -0.20184 -0.188 0.286 -0.067
H -2.01543 -4.76565 -0.09772 -0.020 0.542 -0.038
H -2.85530 -4.69249 -1.67675 0.098 -0.102 0.055
O -1.97918 1.15410 -4.04139 -2.107 0.431 3.818
S -2.66898 1.25055 -2.69932 1.782 -0.935 -2.003
O -1.97305 0.72655 -1.49960 -1.885 1.169 -2.301
O -3.02298 2.78447 -2.32620 0.332 -0.132 -0.618
C -3.36250 3.64340 -3.44303 0.800 0.912 -1.421
C -2.16413 4.02136 -4.36212 -0.268 -1.192 0.109
C -4.36108 0.55704 -2.86674 1.032 -0.491 0.785
H -3.72021 4.60598 -3.07753 -0.265 -0.495 0.735
H -4.13200 3.20201 -4.07639 -0.202 -0.180 0.292
H -2.36525 4.92531 -4.93703 0.062 0.269 0.482
H -1.99180 3.24606 -5.10866 -0.036 -0.063 0.135
H -1.25821 4.04698 -3.75651 0.003 0.551 -0.055
H -4.74728 0.50199 -1.84894 -0.066 0.221 -0.056
H -4.20122 -0.47362 -3.18344 -0.009 0.075 -0.215
H -5.02996 1.09740 -3.53660 0.432 0.143 -0.003
O 1.67561 -0.39888 0.36743 1.583 -0.543 1.199
S 2.78180 -0.88334 1.17606 1.622 -0.296 -0.524
O 2.86258 -2.25271 1.67309 -0.175 1.948 -0.789
O 4.14741 -0.55528 0.21735 -1.748 -0.157 0.794
C 5.38051 -1.21827 0.52557 -0.074 -0.949 -0.667
C 5.97583 -1.77351 -0.77779 -0.653 -0.314 0.477
C 3.17909 0.28422 2.54117 -0.831 -1.457 -1.140
H 5.15063 -2.11301 1.10410 0.070 0.179 0.435
H 6.03439 -0.54826 1.08381 0.014 0.079 -0.087
H 5.26671 -2.51290 -1.15003 -0.230 0.134 -0.150
H 6.84300 -2.38539 -0.52935 0.413 0.455 -0.163
H 6.12820 -1.04345 -1.57270 0.340 0.048 0.257
H 2.26127 0.26588 3.12886 0.191 0.347 0.109
H 3.40697 1.23630 2.06189 -0.063 -0.172 0.286
H 3.99854 -0.20757 3.06534 0.060 0.304 0.006